one:
{
  "formula": "C4H4O2S2",
  "method": "ωB97M-V/def2-TZVPD",
  "smiles": "O=C1SC[C@@H]1C(O)=S",
  "homo_lumo_gap_ev": 8.936,
  "lumo_energy_ev": -0.29,
  "spin_multiplicity": 1,
  "elements": ["O", "C", "S", "C", "C", "C", "O", "S", "H", "H", "H", "H"],
  "positions_angstrom": [[-1.35, -0.98, 1.49], [-0.25, -0.88, 0.99], [1.39, -0.79, 1.76], [1.73, -0.33, 0.03], [0.30, -0.52, -0.46], [-0.34, 0.71, -0.94], [-0.08, 1.75, -0.19], [-1.47, 0.73, -2.12], [2.41, -1.02, -0.41], [2.13, 0.68, -0.11], [0.09, -1.34, -1.20], [-0.63, 2.50, -0.56]],
  "lowdin_charge": [0.061, -0.601, 0.966, -0.409, -0.338, -0.905, 0.022, 0.757, 0.067, 0.090, 0.156, 0.134]
}

---

two:
{
  "formula": "C4H4O2S2",
  "method": "ωB97M-V/def2-TZVPD",
  "smiles": "OC(=S)C1=COCS1",
  "homo_lumo_gap_ev": 7.935,
  "lumo_energy_ev": -0.27,
  "spin_multiplicity": 1,
  "elements": ["O", "C", "S", "C", "C", "O", "C", "S", "H", "H", "H", "H"],
  "positions_angstrom": [[1.92, 1.74, -0.10], [1.78, 0.43, -0.05], [3.02, -0.67, -0.07], [0.35, 0.06, -0.02], [-0.20, -1.19, -0.08], [-1.52, -1.29, -0.32], [-2.18, -0.09, 0.15], [-0.99, 1.23, -0.17], [2.87, 2.00, -0.15], [0.35, -2.13, -0.01], [-2.27, -0.10, 1.23], [-3.14, 0.01, -0.40]],
  "lowdin_charge": [-0.011, -0.888, 0.684, -0.504, -0.161, -0.110, -0.412, 0.951, 0.124, 0.137, 0.080, 0.110]
}

---

three:
{
  "formula": "C4H4O2S2",
  "method": "ωB97M-V/def2-TZVPD",
  "smiles": "O=C(CO)C(=S)C=S",
  "homo_lumo_gap_ev": 7.042,
  "lumo_energy_ev": -2.22,
  "spin_multiplicity": 1,
  "elements": ["O", "C", "C", "O", "C", "S", "C", "S", "H", "H", "H", "H"],
  "positions_angstrom": [[-0.90, 0.35, 1.94], [-0.57, 0.29, 0.79], [-0.61, 1.42, -0.27], [0.39, 1.13, -1.26], [-0.28, -1.13, 0.15], [-1.59, -1.88, -0.42], [1.06, -1.74, 0.26], [2.43, -0.82, 0.21], [-1.58, 1.36, -0.78], [-0.60, 2.49, 0.17], [1.27, 1.37, -0.93], [0.99, -2.85, 0.14]],
  "lowdin_charge": [0.101, -0.430, -0.173, -0.111, -0.787, 0.848, -0.619, 0.765, 0.122, 0.156, 0.058, 0.070]
}

---

Which one is most stable, and which one is least stable? one is the most stable of them, while three is the least stable.

---

one:
{
  "formula": "C5H8N2",
  "method": "ωB97M-V/def2-TZVPD",
  "smiles": "N#C[C@H](N)C1CC1",
  "homo_lumo_gap_ev": 11.277,
  "lumo_energy_ev": 0.92,
  "spin_multiplicity": 1,
  "elements": ["N", "C", "C", "N", "C", "C", "C", "H", "H", "H", "H", "H", "H", "H", "H"],
  "positions_angstrom": [[-1.64, -2.20, -1.15], [-1.25, -1.13, -0.94], [-0.70, 0.22, -0.62], [-0.51, 1.09, -1.77], [0.61, 0.00, 0.11], [0.60, -0.79, 1.39], [0.94, 0.67, 1.42], [-1.42, 0.70, 0.05], [-1.40, 1.29, -2.23], [0.08, 0.64, -2.46], [1.45, -0.18, -0.57], [-0.38, -1.10, 1.76], [1.39, -1.52, 1.55], [1.98, 0.93, 1.59], [0.23, 1.37, 1.84]],
  "lowdin_charge": [0.144, -0.180, -0.378, 0.048, -0.279, -0.119, -0.109, 0.151, 0.081, 0.083, 0.142, 0.108, 0.104, 0.100, 0.104]
}

---

two:
{
  "formula": "C5H8N2",
  "method": "ωB97M-V/def2-TZVPD",
  "homo_lumo_gap_ev": 7.743,
  "lumo_energy_ev": 0.73,
  "spin_multiplicity": 1,
  "elements": ["C", "C", "C", "C", "N", "C", "N", "H", "H", "H", "H", "H", "H", "H", "H"],
  "positions_angstrom": [[2.37, -1.09, -0.03], [1.21, -0.53, -0.79], [-0.07, -0.52, -0.40], [-1.19, 0.15, -0.09], [-2.54, -0.25, -0.27], [-0.92, 1.52, 0.36], [0.26, 1.94, 0.59], [2.27, -0.97, 1.05], [2.50, -2.16, -0.25], [3.28, -0.59, -0.37], [0.17, -1.35, -1.28], [-3.12, 0.03, 0.52], [-2.65, -1.25, -0.38], [-1.82, 2.14, 0.48], [0.25, 2.92, 0.86]],
  "lowdin_charge": [-0.115, -0.065, -0.124, -0.340, 0.051, -0.212, 0.086, 0.079, 0.081, 0.068, 0.184, 0.074, 0.078, 0.115, 0.043]
}

---

Which one is most stable, and which one is least stable? one is the most stable of them, while two is the least stable.

---

one:
{
  "formula": "C4H12",
  "method": "ωB97M-V/def2-TZVPD",
  "smiles": "CC.CC",
  "homo_lumo_gap_ev": 12.296,
  "lumo_energy_ev": 1.16,
  "spin_multiplicity": 1,
  "elements": ["C", "C", "H", "H", "H", "H", "H", "H", "C", "C", "H", "H", "H", "H", "H", "H"],
  "positions_angstrom": [[0.26, 0.40, 2.14], [-0.53, 1.64, 2.27], [1.33, 0.65, 2.12], [0.26, -0.15, 3.09], [-0.06, -0.36, 1.43], [-0.51, 2.23, 1.32], [-0.01, 2.41, 2.85], [-1.60, 1.57, 2.51], [0.30, -0.53, -1.67], [-0.16, -1.56, -2.75], [-0.08, -0.72, -0.69], [1.43, -0.63, -1.60], [0.30, 0.50, -1.97], [0.69, -2.04, -3.26], [-0.83, -1.10, -3.48], [-0.80, -2.32, -2.31]],
  "lowdin_charge": [-0.191, -0.196, 0.075, 0.065, 0.043, 0.069, 0.065, 0.071, -0.154, -0.155, 0.019, 0.078, 0.046, 0.061, 0.053, 0.051]
}

---

two:
{
  "formula": "C4H12",
  "method": "ωB97M-V/def2-TZVPD",
  "smiles": "CC.CC",
  "homo_lumo_gap_ev": 12.842,
  "lumo_energy_ev": 1.15,
  "spin_multiplicity": 1,
  "elements": ["C", "C", "H", "H", "H", "H", "H", "H", "C", "C", "H", "H", "H", "H", "H", "H"],
  "positions_angstrom": [[-1.56, 0.09, 0.93], [-2.52, 1.14, 1.47], [-0.58, 0.05, 1.40], [-2.05, -0.88, 0.97], [-1.28, 0.34, -0.10], [-3.42, 1.32, 0.89], [-2.07, 2.14, 1.51], [-2.72, 0.95, 2.52], [2.11, -0.93, -1.88], [1.98, -0.29, -0.50], [2.71, -0.30, -2.54], [2.63, -1.89, -1.86], [1.12, -1.12, -2.29], [2.93, 0.09, -0.12], [1.35, 0.59, -0.57], [1.68, -1.03, 0.25]],
  "lowdin_charge": [-0.178, -0.179, 0.054, 0.063, 0.056, 0.061, 0.061, 0.059, -0.172, -0.183, 0.061, 0.061, 0.059, 0.060, 0.055, 0.061]
}

---

three:
{
  "formula": "C4H12",
  "method": "ωB97M-V/def2-TZVPD",
  "smiles": "CC.CC",
  "homo_lumo_gap_ev": 12.285,
  "lumo_energy_ev": 1.09,
  "spin_multiplicity": 1,
  "elements": ["C", "C", "H", "H", "H", "H", "H", "H", "C", "C", "H", "H", "H", "H", "H", "H"],
  "positions_angstrom": [[-1.32, 0.86, -0.12], [-2.42, 1.63, 0.66], [-0.47, 1.42, -0.51], [-0.91, 0.10, 0.56], [-1.75, 0.21, -0.88], [-3.35, 1.12, 0.50], [-2.16, 1.66, 1.71], [-2.38, 2.64, 0.24], [2.51, -0.80, -0.22], [1.20, -1.60, -0.38], [2.46, 0.16, -0.73], [2.55, -0.48, 0.82], [3.36, -1.37, -0.58], [0.37, -0.93, -0.47], [0.94, -2.22, 0.49], [1.35, -2.42, -1.09]],
  "lowdin_charge": [-0.186, -0.150, 0.064, 0.042, 0.067, 0.058, 0.059, 0.060, -0.157, -0.164, 0.055, 0.061, 0.057, 0.008, 0.062, 0.064]
}

---

four:
{
  "formula": "C4H12",
  "method": "ωB97M-V/def2-TZVPD",
  "smiles": "CC.CC",
  "homo_lumo_gap_ev": 12.779,
  "lumo_energy_ev": 1.18,
  "spin_multiplicity": 1,
  "elements": ["C", "C", "H", "H", "H", "H", "H", "H", "C", "C", "H", "H", "H", "H", "H", "H"],
  "positions_angstrom": [[-1.03, -1.42, 0.39], [-0.97, -1.90, -1.06], [-0.10, -0.91, 0.66], [-1.81, -0.73, 0.55], [-1.17, -2.27, 1.07], [-0.42, -2.84, -1.15], [-1.98, -2.10, -1.42], [-0.45, -1.20, -1.71], [0.35, 2.00, 0.09], [1.62, 1.34, 0.57], [0.55, 2.76, -0.66], [-0.43, 1.31, -0.23], [-0.17, 2.56, 0.88], [1.52, 0.83, 1.53], [2.48, 2.00, 0.60], [1.91, 0.51, -0.09]],
  "lowdin_charge": [-0.166, -0.162, 0.039, 0.046, 0.066, 0.059, 0.061, 0.057, -0.172, -0.179, 0.063, 0.042, 0.065, 0.060, 0.061, 0.057]
}

---

Which one is most stable, and which one is least stable? four is the most stable of them, while one is the least stable.

---

one:
{
  "formula": "C4H12",
  "method": "ωB97M-V/def2-TZVPD",
  "smiles": "CC.CC",
  "homo_lumo_gap_ev": 12.813,
  "lumo_energy_ev": 1.16,
  "spin_multiplicity": 1,
  "elements": ["C", "C", "H", "H", "H", "H", "H", "H", "C", "C", "H", "H", "H", "H", "H", "H"],
  "positions_angstrom": [[1.61, 0.83, 0.16], [1.78, 1.51, -1.18], [0.70, 1.18, 0.63], [1.57, -0.26, 0.13], [2.39, 1.01, 0.92], [2.74, 1.30, -1.63], [1.72, 2.59, -1.10], [1.06, 1.08, -1.88], [-1.91, -1.24, 1.23], [-1.52, -1.08, -0.24], [-2.93, -1.59, 1.41], [-1.26, -1.98, 1.71], [-1.68, -0.30, 1.74], [-0.44, -1.05, -0.31], [-1.93, -0.17, -0.67], [-1.91, -1.82, -0.93]],
  "lowdin_charge": [-0.188, -0.162, 0.055, 0.051, 0.067, 0.060, 0.062, 0.060, -0.165, -0.173, 0.063, 0.060, 0.059, 0.030, 0.062, 0.060]
}

---

two:
{
  "formula": "C4H12",
  "method": "ωB97M-V/def2-TZVPD",
  "smiles": "CC.CC",
  "homo_lumo_gap_ev": 12.706,
  "lumo_energy_ev": 1.19,
  "spin_multiplicity": 1,
  "elements": ["C", "C", "H", "H", "H", "H", "H", "H", "C", "C", "H", "H", "H", "H", "H", "H"],
  "positions_angstrom": [[0.82, 1.64, -0.61], [-0.38, 1.33, -1.53], [1.27, 2.58, -0.91], [0.46, 1.78, 0.41], [1.54, 0.83, -0.65], [-0.68, 2.29, -1.95], [-0.29, 0.54, -2.28], [-1.29, 1.08, -0.97], [-0.67, -1.89, 0.61], [0.25, -1.07, 1.54], [-1.59, -1.33, 0.49], [-0.26, -1.93, -0.40], [-0.86, -2.90, 0.96], [-0.09, -0.10, 1.92], [0.58, -1.68, 2.38], [1.16, -0.85, 0.99]],
  "lowdin_charge": [-0.162, -0.165, 0.058, 0.053, 0.049, 0.053, 0.061, 0.054, -0.152, -0.165, 0.053, 0.056, 0.055, 0.053, 0.055, 0.045]
}

---

Which one is most stable, and which one is least stable? one is the most stable of them, while two is the least stable.

---

one:
{
  "formula": "C4H12",
  "method": "ωB97M-V/def2-TZVPD",
  "smiles": "CC.CC",
  "homo_lumo_gap_ev": 12.479,
  "lumo_energy_ev": 1.10,
  "spin_multiplicity": 1,
  "elements": ["C", "C", "H", "H", "H", "H", "H", "H", "C", "C", "H", "H", "H", "H", "H", "H"],
  "positions_angstrom": [[-2.22, -0.62, -0.88], [-2.02, -1.01, 0.56], [-1.93, 0.46, -1.05], [-1.37, -1.12, -1.45], [-3.13, -0.92, -1.35], [-2.36, -0.26, 1.28], [-2.63, -1.94, 0.74], [-0.98, -1.19, 0.78], [2.64, 0.40, 0.45], [1.51, 1.26, -0.10], [2.99, -0.27, -0.34], [3.55, 0.98, 0.60], [2.38, -0.10, 1.37], [1.81, 1.63, -1.06], [1.20, 1.98, 0.66], [0.56, 0.71, -0.19]],
  "lowdin_charge": [-0.198, -0.196, 0.071, 0.081, 0.048, 0.060, 0.081, 0.046, -0.176, -0.164, 0.062, 0.060, 0.058, 0.059, 0.068, 0.039]
}

---

two:
{
  "formula": "C4H12",
  "method": "ωB97M-V/def2-TZVPD",
  "smiles": "CC.CC",
  "homo_lumo_gap_ev": 12.782,
  "lumo_energy_ev": 1.13,
  "spin_multiplicity": 1,
  "elements": ["C", "C", "H", "H", "H", "H", "H", "H", "C", "C", "H", "H", "H", "H", "H", "H"],
  "positions_angstrom": [[-1.12, -1.36, -1.09], [0.15, -2.09, -1.58], [-1.35, -1.65, -0.07], [-0.91, -0.29, -1.10], [-2.01, -1.54, -1.69], [1.01, -1.52, -1.24], [0.19, -2.24, -2.65], [0.17, -3.05, -1.05], [-0.01, 1.53, 0.75], [0.97, 1.87, 1.87], [0.15, 0.51, 0.40], [-1.05, 1.62, 1.06], [0.15, 2.23, -0.07], [0.70, 1.46, 2.84], [1.99, 1.57, 1.64], [0.98, 2.95, 1.98]],
  "lowdin_charge": [-0.172, -0.156, 0.063, 0.030, 0.060, 0.054, 0.058, 0.058, -0.167, -0.168, 0.028, 0.068, 0.068, 0.060, 0.059, 0.057]
}

---

Which one is most stable, and which one is least stable? two is the most stable of them, while one is the least stable.

---

one:
{
  "formula": "C4H12",
  "method": "ωB97M-V/def2-TZVPD",
  "smiles": "CC.CC",
  "homo_lumo_gap_ev": 12.819,
  "lumo_energy_ev": 1.08,
  "spin_multiplicity": 1,
  "elements": ["C", "C", "H", "H", "H", "H", "H", "H", "C", "C", "H", "H", "H", "H", "H", "H"],
  "positions_angstrom": [[1.29, 2.34, 1.16], [2.10, 1.52, 0.15], [1.63, 2.17, 2.18], [1.35, 3.41, 0.94], [0.24, 2.06, 1.13], [2.23, 2.01, -0.81], [1.62, 0.55, -0.02], [3.07, 1.28, 0.55], [-1.74, -2.17, 0.07], [-1.63, -1.66, -1.36], [-1.69, -3.25, 0.13], [-0.95, -1.78, 0.71], [-2.66, -1.82, 0.54], [-2.61, -1.54, -1.82], [-1.15, -2.39, -2.03], [-1.10, -0.72, -1.50]],
  "lowdin_charge": [-0.169, -0.168, 0.059, 0.059, 0.052, 0.059, 0.054, 0.055, -0.170, -0.177, 0.059, 0.054, 0.060, 0.058, 0.061, 0.056]
}

---

two:
{
  "formula": "C4H12",
  "method": "ωB97M-V/def2-TZVPD",
  "smiles": "CC.CC",
  "homo_lumo_gap_ev": 12.621,
  "lumo_energy_ev": 1.17,
  "spin_multiplicity": 1,
  "elements": ["C", "C", "H", "H", "H", "H", "H", "H", "C", "C", "H", "H", "H", "H", "H", "H"],
  "positions_angstrom": [[-1.74, -0.04, -0.84], [-1.80, 0.94, 0.34], [-1.76, -1.08, -0.53], [-2.65, 0.04, -1.44], [-0.90, 0.21, -1.47], [-2.79, 1.21, 0.72], [-1.28, 1.84, 0.01], [-1.23, 0.64, 1.21], [1.97, -0.96, -0.30], [1.59, 0.06, 0.80], [1.28, -0.98, -1.14], [2.98, -0.88, -0.70], [2.05, -1.95, 0.17], [1.62, 1.09, 0.45], [0.55, -0.20, 0.98], [2.15, -0.29, 1.66]],
  "lowdin_charge": [-0.163, -0.173, 0.061, 0.059, 0.053, 0.060, 0.064, 0.035, -0.172, -0.145, 0.043, 0.055, 0.062, 0.069, 0.025, 0.065]
}

---

three:
{
  "formula": "C4H12",
  "method": "ωB97M-V/def2-TZVPD",
  "smiles": "CC.CC",
  "homo_lumo_gap_ev": 11.756,
  "lumo_energy_ev": 1.06,
  "spin_multiplicity": 1,
  "elements": ["C", "C", "H", "H", "H", "H", "H", "H", "C", "C", "H", "H", "H", "H", "H", "H"],
  "positions_angstrom": [[2.10, -0.81, 0.57], [1.43, -0.85, 1.89], [3.12, -1.04, 0.60], [1.68, -1.59, -0.17], [1.88, 0.05, -0.12], [1.60, -1.74, 2.43], [1.63, 0.06, 2.52], [0.38, -0.81, 1.86], [-1.63, 1.61, -1.21], [-1.89, 0.09, -1.37], [-1.24, 2.12, -2.21], [-2.37, 2.19, -0.63], [-0.97, 1.61, -0.26], [-1.03, -0.34, -0.82], [-2.11, -0.24, -2.45], [-2.57, -0.31, -0.62]],
  "lowdin_charge": [-0.194, -0.189, 0.036, 0.087, 0.077, 0.049, 0.089, 0.040, -0.200, -0.194, 0.105, 0.046, 0.066, 0.039, 0.087, 0.054]
}

---

four:
{
  "formula": "C4H12",
  "method": "ωB97M-V/def2-TZVPD",
  "smiles": "CC.CC",
  "homo_lumo_gap_ev": 12.664,
  "lumo_energy_ev": 1.09,
  "spin_multiplicity": 1,
  "elements": ["C", "C", "H", "H", "H", "H", "H", "H", "C", "C", "H", "H", "H", "H", "H", "H"],
  "positions_angstrom": [[1.77, -2.44, -1.06], [0.50, -1.61, -1.08], [2.18, -2.47, -0.06], [1.62, -3.50, -1.30], [2.58, -2.12, -1.72], [-0.23, -1.95, -0.35], [0.74, -0.55, -0.92], [0.10, -1.57, -2.10], [-1.07, 2.09, 1.82], [-1.19, 1.98, 0.29], [-0.11, 1.89, 2.28], [-1.42, 3.08, 2.08], [-1.81, 1.44, 2.29], [-2.22, 2.16, 0.06], [-0.99, 0.95, -0.05], [-0.44, 2.61, -0.17]],
  "lowdin_charge": [-0.184, -0.176, 0.052, 0.063, 0.063, 0.064, 0.051, 0.065, -0.170, -0.155, 0.059, 0.053, 0.055, 0.057, 0.039, 0.061]
}

---

Which one is most stable, and which one is least stable? one is the most stable of them, while three is the least stable.